Entry 1:
C6H10O as an isolated structure in a non-equilibrium geometry. Source: the Open Molecules 2025 dataset; level of theory: wB97M-V/def2-TZVPD.

Positions of all 17 atoms, in Å:
O -1.034 -0.556 0.956
C 1.024 0.589 0.199
C -1.854 -0.650 -0.191
C 1.625 -0.683 -0.326
C -1.386 0.663 -0.770
C -0.452 0.700 0.448
C 1.886 -0.252 1.093
H -0.677 1.507 1.155
H 1.454 1.523 -0.165
H -1.010 0.536 -1.792
H -1.886 -1.641 -0.635
H 1.387 -0.813 1.879
H 2.874 0.119 1.352
H -2.118 1.488 -0.786
H 2.433 -0.610 -1.049
H 0.964 -1.534 -0.470
H -3.229 -0.384 -0.898

- M (Da) = 98.14
- multiplicity = 1
- largest force on an atom (eV Å⁻¹) = 4.0
- HOMO-LUMO gap (Ha) = 0.3435
- LUMO level (eV) = 0.80
- highest occupied orbital energy (Eh) = -0.314
- charge = 0

Okay, here come the Löwdin numbers, in e, for every atom:
1. O -0.058
2. C -0.256
3. C -0.220
4. C -0.106
5. C -0.159
6. C -0.267
7. C -0.107
8. H 0.149
9. H 0.144
10. H 0.119
11. H 0.075
12. H 0.105
13. H 0.099
14. H 0.101
15. H 0.100
16. H 0.103
17. H 0.177

Entry 2:
C12H16N2O4 in the gas phase in a non-equilibrium geometry. Source: the Open Molecules 2025 dataset; level of theory: wB97M-V/def2-TZVPD.

Positions of all 34 atoms, in Å:
O 2.971 2.723 0.355
O 1.234 -1.996 -1.113
O 3.814 -1.061 -0.651
O 0.748 2.246 0.357
N -1.060 -1.468 1.754
N 1.031 -0.671 0.723
C 0.745 -1.623 -0.082
C -3.120 2.100 -0.117
C -1.695 -2.046 -0.691
C 2.009 1.847 0.507
C -3.714 1.047 0.615
C 3.279 0.103 -0.398
C -2.039 1.888 -1.129
C -2.219 -0.591 -0.679
C 2.238 0.186 0.726
C -3.238 -0.316 0.306
C -0.578 -2.225 0.492
C -1.825 0.530 -1.505
H -1.001 -2.201 2.687
H 2.800 0.345 -1.369
H 2.946 -1.804 -0.568
H -0.511 -3.374 0.578
H -1.472 -2.449 -1.641
H -1.872 2.916 -1.755
H -0.969 0.366 -2.262
H -3.607 3.167 -0.096
H -1.987 -0.972 1.765
H 0.144 1.390 0.333
H 0.278 -0.675 1.655
H 2.762 -0.138 1.745
H -3.553 -1.278 0.817
H -4.613 1.062 1.184
H -2.415 -2.865 -0.165
H 4.082 0.792 -0.103

- M (Da) = 252.27
- multiplicity = 1
- largest force on an atom (eV Å⁻¹) = 8.0
- SMILES = N[C@@H](Cc1ccccc1)C(=O)N[C@@H](CO)C(=O)O
- HOMO-LUMO gap (Ha) = 0.3474
- LUMO level (eV) = 0.13
- highest occupied orbital energy (Eh) = -0.343
- charge = 0

Okay, here come the Löwdin numbers, in e, for every atom:
1. O 0.001
2. O 0.074
3. O -0.083
4. O 0.074
5. N -0.010
6. N 0.055
7. C -0.565
8. C -0.095
9. C -0.084
10. C -0.361
11. C -0.069
12. C -0.381
13. C -0.090
14. C -0.222
15. C -0.124
16. C -0.083
17. C -0.208
18. C -0.058
19. H 0.194
20. H 0.141
21. H 0.186
22. H 0.161
23. H 0.089
24. H 0.156
25. H 0.136
26. H 0.126
27. H 0.060
28. H 0.138
29. H 0.175
30. H 0.189
31. H 0.114
32. H 0.081
33. H 0.148
34. H 0.131

Entry 3:
C40H51AlBrCaCl5F8KLiN5O10S6 as an isolated structure in a non-equilibrium geometry. Source: the Open Molecules 2025 dataset; level of theory: wB97M-V/def2-TZVPD.

Positions of all 130 atoms, in Å:
Br -1.100 -1.026 -6.155
Ca -4.333 0.640 -1.471
K 3.323 -0.099 -3.609
Cl 12.034 3.251 0.173
Cl 1.748 1.405 -1.122
Cl 10.142 3.844 2.264
Cl 12.140 5.795 1.534
Cl 12.914 3.377 2.918
S 4.040 -0.064 -0.514
S 8.761 1.281 -0.597
S 0.522 -2.597 0.656
S 2.805 1.057 4.089
S 5.554 0.055 4.491
S -5.111 -7.915 6.013
Al 0.630 3.443 -11.692
F -6.314 -5.868 4.803
F -6.068 -7.603 3.543
F -4.982 -1.722 -4.690
F 0.005 3.360 -10.080
F -0.504 2.747 -12.742
F 2.092 2.582 -11.735
F 0.884 5.073 -12.081
F -7.584 -7.589 5.078
O -3.486 0.495 0.986
O -5.528 -7.399 7.297
O 9.319 1.211 -1.955
O -3.823 -7.408 5.573
O 8.784 2.679 -0.142
O 7.370 0.804 -0.579
O 9.565 0.429 0.291
O -3.196 -3.498 3.645
O -0.872 3.181 -2.913
O -5.249 -9.349 5.888
N 2.864 -2.464 -1.199
N -1.151 1.812 -1.147
N 5.185 2.397 3.403
N -2.834 1.264 3.716
N -1.876 -1.402 -0.493
C 1.639 -1.933 -1.709
C 0.367 -0.334 -5.054
C -5.623 -3.725 -1.742
C 11.801 4.063 1.720
C -5.130 2.344 3.574
C 0.592 1.221 -5.195
C -2.360 -4.660 3.596
C -0.715 -1.358 -1.403
C -0.774 -0.827 -2.722
C -2.081 1.260 -3.522
C -0.982 -0.250 3.544
C -2.373 -0.040 1.627
C -0.169 -1.147 2.886
C 0.325 -0.834 -3.581
C -2.093 0.330 2.932
C -5.345 -2.632 -2.548
C 4.594 1.248 3.954
C -5.693 -5.131 -3.692
C 0.466 -1.902 -0.970
C -0.079 1.858 -6.416
C -4.768 3.219 2.375
C -5.424 -4.035 -4.500
C 2.362 -1.467 2.955
C 1.567 -1.404 -3.009
C 2.521 0.017 2.605
C 4.534 2.815 2.145
C -5.795 -4.977 -2.314
C -4.295 1.061 3.753
C 5.354 2.314 0.940
C -0.493 -1.464 1.569
C 6.511 4.368 3.911
C 3.449 -1.407 -0.882
C 5.330 3.505 4.366
C -1.318 2.133 -2.506
C -2.105 -0.290 -3.192
C 1.007 -1.754 3.622
C -1.582 -0.963 0.890
C -6.322 -7.214 4.809
C -5.697 4.437 2.191
C -5.252 -2.800 -3.913
Li -0.938 3.693 -7.295
H 1.690 0.402 2.010
H 3.137 -1.699 3.697
H -0.745 0.000 4.572
H 4.974 2.706 -0.007
H -2.133 -2.387 -0.400
H 2.500 -1.446 -3.637
H -5.120 2.912 4.512
H -2.959 -5.536 3.837
H 1.023 -1.361 4.643
H -5.197 -1.641 -2.124
H 6.342 4.806 2.924
H -0.144 1.628 -0.969
H -6.008 -5.832 -1.688
H -5.705 -3.602 -0.669
H -1.941 -4.769 2.589
H -2.550 -0.856 -4.010
H 6.377 2.669 1.072
H 0.368 1.753 -4.273
H -3.159 1.603 -3.444
H -5.353 5.243 2.846
H -6.174 2.028 3.448
H 0.274 2.910 -6.484
H 5.529 3.115 5.367
H -5.823 -6.108 -4.137
H 5.368 1.223 0.956
H 3.439 0.103 2.019
H 0.899 -2.840 3.742
H -1.717 1.000 -0.923
H 7.411 3.751 3.832
H 1.666 1.364 -5.379
H -3.221 1.354 0.613
H 2.580 -2.122 2.110
H -4.720 2.672 1.427
H -2.584 2.217 3.492
H -5.559 4.817 1.173
H -2.644 -2.739 3.434
H 4.467 3.907 2.129
H 4.405 4.099 4.401
H 1.265 -0.770 -5.496
H -4.641 0.280 3.073
H -2.822 -0.408 -2.372
H 0.174 1.313 -7.328
H -1.555 -4.567 4.329
H 3.521 2.413 2.024
H -1.180 1.857 -6.357
H -6.750 4.222 2.375
H 6.744 5.160 4.629
H -5.348 -4.134 -5.575
H -3.761 3.627 2.540
H -1.794 1.464 -4.542
H -4.530 0.684 4.757

- M (Da) = 1476.53
- multiplicity = 1
- largest force on an atom (eV Å⁻¹) = 8.9
- HOMO-LUMO gap (Ha) = 0.0389
- LUMO level (eV) = -3.60
- highest occupied orbital energy (Eh) = -0.171
- charge = -1

Löwdin population analysis, charges in e, atoms 1 to 99:
1. Br 0.859
2. Ca 1.245
3. K 0.887
4. Cl 0.562
5. Cl 0.010
6. Cl 0.559
7. Cl 0.492
8. Cl 0.500
9. S 0.890
10. S 0.199
11. S 1.146
12. S 0.837
13. S 0.732
14. S 0.421
15. Al -0.127
16. F 0.097
17. F 0.091
18. F 0.027
19. F -0.243
20. F -0.194
21. F -0.196
22. F -0.194
23. F 0.102
24. O -0.144
25. O -0.337
26. O -0.270
27. O -0.352
28. O -0.350
29. O -0.321
30. O -0.262
31. O -0.131
32. O 0.063
33. O -0.338
34. N 0.102
35. N 0.117
36. N -0.226
37. N 0.029
38. N 0.070
39. C -0.341
40. C -0.571
41. C -0.066
42. C -2.041
43. C -0.190
44. C -0.238
45. C -0.130
46. C -0.188
47. C -0.132
48. C -0.110
49. C 0.058
50. C -0.188
51. C -0.235
52. C -0.169
53. C -0.181
54. C -0.056
55. C -1.092
56. C -0.058
57. C -0.370
58. C -0.188
59. C -0.277
60. C -0.008
61. C -0.271
62. C -0.154
63. C -0.479
64. C -0.239
65. C -0.068
66. C -0.200
67. C -0.121
68. C -0.371
69. C -0.079
70. C -0.748
71. C -0.239
72. C -0.545
73. C -0.200
74. C -0.155
75. C -0.172
76. C -0.665
77. C -0.104
78. C -0.288
79. Li 0.849
80. H 0.065
81. H 0.093
82. H 0.139
83. H 0.077
84. H 0.141
85. H -0.027
86. H 0.119
87. H 0.069
88. H 0.112
89. H 0.005
90. H 0.071
91. H -0.109
92. H 0.115
93. H 0.116
94. H 0.066
95. H 0.053
96. H 0.067
97. H 0.085
98. H 0.055
99. H 0.075

Entry 4:
C2H6FNO2 in the gas phase in a non-equilibrium geometry. Source: the Open Molecules 2025 dataset; level of theory: wB97M-V/def2-TZVPD.

Positions of all 12 atoms, in Å:
F -0.315 1.856 0.782
O -2.487 -0.325 -0.488
O 1.012 0.086 0.539
N -0.167 0.667 -0.031
C -1.521 -0.370 0.454
C 2.042 -0.173 -0.381
H -1.010 -1.457 0.382
H 2.127 -1.252 -0.427
H -1.677 -0.009 1.457
H -2.715 0.550 -0.720
H 3.025 0.293 -0.247
H 1.685 0.134 -1.320

- M (Da) = 95.07
- multiplicity = 1
- largest force on an atom (eV Å⁻¹) = 4.9
- SMILES = CON(F)CO
- HOMO-LUMO gap (Ha) = 0.3898
- LUMO level (eV) = 0.93
- highest occupied orbital energy (Eh) = -0.356
- charge = 0

Okay, here come the Löwdin numbers, in e, for every atom:
1. F -0.110
2. O -0.004
3. O -0.195
4. N -0.020
5. C -0.144
6. C -0.102
7. H 0.163
8. H 0.080
9. H 0.099
10. H 0.080
11. H 0.089
12. H 0.061

Entry 5:
A 2-piece molecular cluster, C7H16NO overall in a non-equilibrium geometry. Source: the Open Molecules 2025 dataset; level of theory: wB97M-V/def2-TZVPD.

Positions of all 25 atoms, in Å:
O -0.074 1.222 1.999
N 1.891 -0.064 0.227
C -1.011 0.735 -0.366
C -0.468 2.209 -0.270
C 1.687 -1.472 0.419
C -0.220 1.197 0.725
C 2.289 0.297 -1.217
C -2.514 0.263 -0.180
C -2.452 -1.246 0.300
H 3.332 0.194 -1.276
H 1.997 -1.811 1.365
H 2.579 0.331 0.846
H -2.979 0.224 -1.175
H -3.034 0.982 0.371
H -1.679 -1.721 -0.276
H 1.971 1.338 -1.397
H -3.338 -1.718 0.106
H 0.115 2.458 -1.154
H 0.664 -1.715 0.229
H 2.286 -2.110 -0.260
H -2.257 -1.327 1.373
H -0.606 0.227 -1.190
H 1.720 -0.408 -1.816
H -0.822 0.666 2.326
H -0.842 3.105 0.075

- M (Da) = 130.21
- multiplicity = 1
- largest force on an atom (eV Å⁻¹) = 4.3
- HOMO-LUMO gap (Ha) = 0.3256
- LUMO level (eV) = -4.47
- highest occupied orbital energy (Eh) = -0.490
- charge = +1

Okay, here come the Löwdin numbers, in e, for every atom:
1. O 0.216
2. N -0.139
3. C -0.139
4. C 0.072
5. C -0.110
6. C -0.232
7. C -0.030
8. C -0.122
9. C -0.051
10. H 0.071
11. H 0.077
12. H 0.116
13. H 0.121
14. H 0.091
15. H 0.063
16. H 0.072
17. H 0.043
18. H 0.128
19. H 0.059
20. H 0.104
21. H 0.081
22. H 0.133
23. H 0.084
24. H 0.180
25. H 0.112